{
  "formula": "C28H54N2O10S2",
  "method": "ωB97M-V/def2-TZVPD",
  "charge": 0,
  "multiplicity": 1,
  "smiles": "COCCCCCCc1ccc2nsnc2c1CCCS(=O)(=O)O.COCCOC.COCCOC.COCCOC",
  "fmax_ev_per_a": 5.70,
  "e_tot_ha": -2757.1294,
  "species": ["C", "O", "H", "C", "H", "C", "H", "H", "C", "H", "H", "C", "O", "H", "O", "H", "H", "C", "H", "H", "C", "H", "C", "H", "C", "H", "H", "H", "H", "H", "H", "H", "H", "C", "H", "O", "H", "C", "H", "H", "H", "O", "H", "H", "N", "O", "C", "H", "H", "H", "H", "O", "H", "C", "C", "H", "H", "O", "C", "S", "O", "H", "C", "N", "H", "H", "H", "O", "C", "C", "H", "C", "H", "H", "H", "H", "S", "H", "H", "C", "C", "C", "H", "H", "C", "H", "H", "C", "C", "H", "C", "H", "C", "H", "C", "H"],
  "coordinates": [[-3.79630, -3.53369, 0.06764], [2.65328, 2.01969, -8.33649], [1.64715, 6.27195, -1.38045], [-6.51501, -3.35895, 6.95514], [1.21390, 0.33034, 2.44680], [3.27581, 5.15318, -2.21343], [2.94445, 5.95425, -0.21896], [3.65430, 3.57857, -9.25126], [-1.22976, -0.14762, 4.14032], [1.93090, 4.45147, 1.44375], [0.70846, 0.34960, 5.24322], [-1.14582, -3.33493, 0.87205], [2.21784, -0.06767, -2.89643], [3.77146, 6.06264, -2.57007], [1.27329, -1.69154, -4.76985], [-4.88278, -3.84637, 0.29770], [3.52132, 1.30575, 5.03741], [3.08350, 0.99504, 4.00803], [-5.69308, -3.63271, 6.28877], [-5.87063, -0.31945, 7.65976], [2.59695, -2.94205, -2.73564], [2.69631, 4.73902, -3.04533], [3.60262, 1.59970, -7.35621], [-6.69471, -2.20029, 4.30092], [-0.14144, -3.58463, 2.08905], [2.92614, -3.81410, -3.41551], [-7.41080, -3.89863, 6.64297], [-2.95879, -4.18142, 2.12252], [0.93967, 3.98849, -5.40748], [-0.36377, 1.78337, 4.85216], [-2.18885, 0.46469, 4.01831], [3.97108, 0.61840, -7.67106], [-5.40519, -3.01312, 3.39478], [-0.17702, -2.46077, 3.24339], [4.16841, 2.79223, -3.26345], [-6.79649, -1.96670, 6.90517], [0.85326, -1.28748, -1.13739], [0.87052, 1.21392, 3.08635], [-5.75929, -1.30366, 3.06699], [1.88264, 3.69988, -9.20883], [3.23231, 3.65970, 0.50549], [2.54533, 2.72484, -5.46755], [3.36796, -2.78753, -1.89859], [1.46316, -2.60985, 0.04743], [-4.33650, -2.58601, -2.45293], [3.68053, -1.33214, -4.73831], [0.76355, -2.38366, -0.82590], [0.60359, 2.32401, -4.88204], [-4.31415, 0.02295, 5.80769], [4.71863, 2.25499, -1.66138], [1.47565, 0.41439, -3.34954], [-4.72812, -1.70464, 4.81264], [-0.45314, -4.59324, 2.57124], [-5.61833, -1.17184, 7.01988], [0.04926, 0.79626, 4.40144], [-2.14633, -1.56236, 2.68537], [3.96681, 0.98188, 3.25661], [4.30369, 4.25232, -1.80926], [2.15272, 3.81308, 0.58247], [-3.29671, -1.88869, -3.62765], [2.07327, 1.92807, 3.55798], [-0.62540, -2.93818, 4.19503], [-0.78063, -2.75235, -0.51060], [-1.74758, -1.95542, -2.90600], [0.28462, 2.01382, 2.48565], [1.21355, -4.45186, -1.68721], [0.80150, 2.70157, -6.62061], [1.61346, 4.39315, -0.59816], [1.14763, 2.93637, -5.61106], [1.18653, -3.35948, -2.06771], [2.81392, 4.01545, -7.73310], [-3.45463, -2.89705, -1.34054], [-4.81383, -1.73144, 7.50856], [3.69929, 1.06094, -5.28526], [1.67518, 2.84322, 0.73481], [2.11473, 0.75938, -6.01227], [2.45460, -1.44668, -3.85407], [-5.96658, -0.06567, 5.18009], [0.37404, -3.35152, -2.89516], [-1.07525, -1.17343, 2.90979], [4.02048, 2.91104, -2.18474], [-5.70799, -2.06780, 3.84942], [2.65415, -0.06843, 4.18267], [4.45705, 2.28386, -7.32142], [2.76448, 3.40337, -8.63768], [-0.73562, -0.67097, 1.92393], [0.91715, -2.19218, 3.48410], [-1.93991, -2.53265, -1.58154], [2.36815, 5.52023, -1.04280], [0.90855, -3.77984, 1.65233], [-2.67165, -3.72424, 1.11023], [3.00156, 2.61938, -1.91744], [-5.17020, -0.64376, 5.66029], [-1.34360, -0.80782, 5.08909], [2.95597, 1.46001, -5.98184], [-6.27047, -3.64998, 7.98278]],
  "forces_ev_per_a": [[3.150, 0.375, 0.705], [0.155, 0.342, 0.217], [0.042, 0.023, -0.006], [-0.171, 0.071, 0.075], [-0.716, 1.166, 0.739], [0.315, 0.208, 0.429], [0.055, -0.090, -0.055], [0.020, 0.124, 0.040], [0.643, -0.834, 0.230], [0.102, -0.070, 0.076], [-0.810, 0.608, -1.736], [-2.077, 0.825, -3.385], [-0.257, -1.831, -1.550], [-0.056, -0.002, -0.005], [2.107, 1.054, 3.477], [2.087, 0.585, -0.367], [-0.841, -0.225, -1.723], [0.819, -0.353, 0.597], [0.012, 0.037, 0.033], [0.053, -0.011, -0.022], [-0.486, -0.964, 1.362], [-0.021, -0.044, 0.089], [-0.486, -0.402, -0.033], [0.036, 0.046, 0.011], [-0.515, -0.816, -0.779], [-0.319, 1.845, 0.722], [0.014, 0.124, 0.052], [0.477, 0.778, -1.716], [0.071, -0.075, 0.061], [0.845, -1.554, -0.727], [1.426, -0.844, 0.064], [0.005, 0.020, 0.078], [0.079, 0.087, 0.053], [0.029, 0.174, 0.310], [-0.149, -0.098, 0.032], [0.384, -0.184, -0.090], [-0.129, -1.537, 0.471], [0.231, 0.711, 1.131], [-0.109, -0.031, -0.036], [0.056, -0.119, 0.010], [-0.029, 0.044, -0.004], [-0.415, 0.040, -0.180], [-0.938, 0.068, -1.502], [-1.233, 0.466, -1.078], [4.790, 0.027, 2.242], [-2.466, 0.040, 3.830], [-1.212, -1.011, -1.291], [-0.155, -0.005, -0.074], [-0.029, 0.017, 0.024], [0.005, 0.130, 0.006], [0.677, -0.496, 0.389], [-0.364, 0.093, 0.035], [0.468, 1.643, -0.896], [-0.461, 0.309, -0.251], [-0.894, 0.569, 0.159], [1.761, 0.596, 0.349], [-1.503, -0.177, 1.126], [-0.380, -0.105, -0.032], [-0.169, -0.019, -0.029], [0.986, -1.375, 3.097], [-0.188, -1.566, -0.149], [0.768, 0.754, -1.459], [-1.461, -0.966, 2.839], [-2.875, -1.643, 3.381], [0.898, -1.630, 0.837], [0.325, 1.790, -0.574], [0.008, -0.063, 0.045], [0.376, 0.072, 0.090], [0.240, 0.122, 0.087], [-0.361, 0.493, -0.305], [0.045, -0.035, -0.005], [0.982, 0.147, 0.143], [0.000, -0.011, -0.118], [-0.051, -0.019, -0.109], [-0.015, 0.119, -0.063], [0.032, 0.028, -0.127], [0.109, -0.834, -5.639], [-0.036, -0.099, 0.067], [1.392, 0.213, 1.425], [-0.791, -0.307, -0.240], [0.242, -0.003, -0.102], [0.153, -0.020, -0.042], [0.725, 1.661, -0.548], [-0.091, 0.038, 0.078], [-0.085, -0.158, -0.106], [-0.437, -0.695, 1.671], [-1.679, -0.175, -0.282], [-0.726, 0.400, -1.179], [-0.318, -0.280, -0.425], [-1.625, 0.557, 0.835], [-1.074, 1.103, -3.408], [0.000, 0.041, -0.026], [0.446, -0.342, 0.225], [-0.111, 1.147, -1.520], [0.609, 0.281, 0.012], [0.064, -0.090, -0.061]],
  "lowdin_charge": [-0.007, -0.190, 0.122, -0.111, 0.114, -0.193, 0.125, 0.087, -0.197, 0.092, 0.115, -0.133, -0.207, 0.124, -0.352, 0.099, 0.101, -0.136, 0.082, 0.124, -0.210, 0.118, -0.181, 0.085, -0.169, 0.127, 0.089, 0.101, 0.089, 0.122, 0.107, 0.129, 0.080, -0.185, 0.080, -0.193, 0.106, -0.213, 0.090, 0.088, 0.088, -0.210, 0.120, 0.103, -0.272, -0.348, -0.140, 0.081, 0.116, 0.091, 0.094, -0.208, 0.118, -0.198, -0.175, 0.106, 0.100, -0.187, -0.109, 0.914, -0.257, 0.116, -0.062, -0.271, 0.136, 0.130, 0.088, -0.194, -0.101, -0.210, 0.082, -0.277, 0.125, 0.103, 0.072, 0.115, 0.738, 0.127, 0.100, -0.214, -0.106, -0.109, 0.085, 0.127, -0.114, 0.113, 0.107, -0.207, -0.197, 0.101, -0.022, 0.076, -0.197, 0.114, -0.209, 0.088]
}

***

{
  "formula": "C28H54O19S4",
  "method": "ωB97M-V/def2-TZVPD",
  "charge": 1,
  "s2": 0.7575,
  "multiplicity": 2,
  "fmax_ev_per_a": 4.01,
  "e_tot_ha": -4121.1102,
  "species": ["C", "H", "H", "S", "C", "O", "H", "C", "H", "H", "S", "H", "H", "H", "H", "O", "C", "H", "H", "O", "C", "O", "H", "H", "H", "H", "H", "C", "C", "H", "H", "C", "H", "O", "O", "H", "H", "O", "C", "C", "C", "O", "H", "H", "S", "H", "C", "H", "H", "H", "S", "H", "H", "H", "O", "H", "C", "H", "H", "C", "H", "C", "H", "H", "O", "H", "O", "H", "C", "H", "C", "H", "C", "H", "C", "O", "C", "H", "O", "H", "O", "O", "C", "H", "H", "C", "H", "H", "C", "O", "O", "H", "O", "H", "O", "C", "C", "C", "H", "H", "C", "C", "H", "H", "H"],
  "coordinates": [[3.84351, -3.57976, -2.65521], [2.57118, 0.04242, -2.75266], [-1.79768, 1.25362, -1.69110], [1.87925, 3.42807, 1.59135], [-2.03378, 0.33603, 6.57220], [6.66356, -1.61933, -1.78749], [-3.45985, -1.16589, 5.54651], [-7.68882, 0.22696, 2.93587], [5.51741, 0.25852, -0.34195], [4.07407, 0.36445, 0.74961], [0.05002, -0.51256, -0.37573], [4.05615, 1.06153, -0.94129], [-4.54935, 0.59439, 2.84968], [-0.14826, 4.98656, 1.87969], [-3.76016, 2.10053, -3.43781], [1.50274, 0.00571, -0.32335], [-3.12020, 1.22878, -3.57421], [-6.23033, 1.54749, 1.85078], [2.47418, 5.33340, 3.18123], [-3.81563, 0.19472, -4.19722], [2.72173, 5.00198, 2.17277], [6.59652, 0.08510, -3.37133], [1.42893, 2.67118, -5.46632], [-0.45219, -1.58083, 4.92326], [-1.73101, -2.56676, 4.45730], [5.42751, 2.90706, -1.97992], [-4.14065, -4.31234, 2.26428], [-2.55402, 1.28657, 4.52507], [-2.47185, -0.71303, 5.46358], [-2.49420, 0.22421, 7.55384], [3.75979, 4.70909, 2.01544], [-5.26107, -0.17666, 2.55465], [0.58582, -2.69146, -1.19496], [-2.55747, 1.48920, 5.86393], [4.96828, -1.43967, -3.20506], [2.85394, -3.28725, -3.00633], [-1.37197, -2.49810, 6.11383], [3.89594, 1.84647, -3.84413], [2.86167, 1.23125, -4.53487], [6.18079, -0.96908, -2.86196], [5.96095, 3.10733, -1.05071], [6.17616, 2.10178, 1.59475], [-1.79569, -0.38205, 0.93433], [6.79922, 2.54499, -1.46202], [5.19908, 2.46362, 0.43826], [3.25486, 0.37404, -5.08139], [0.13753, -2.33434, -0.26781], [5.46967, -2.68978, -0.35231], [-1.10275, 0.98657, -4.55930], [0.62013, -2.55061, 0.68530], [-1.74933, -4.23206, 2.23616], [-0.37541, 0.84131, 1.20887], [-3.17156, 0.27716, -1.54194], [6.38710, 4.09802, -0.89248], [-2.57848, 2.21064, 3.71439], [-1.72532, -6.56380, 1.38207], [-1.45904, -1.85581, 5.23748], [-8.66739, 0.35728, 2.47378], [-5.50073, -0.87985, 3.35226], [-3.40559, -4.60513, 3.01398], [-0.95538, 0.48999, 6.61025], [4.39808, 2.92000, -4.50427], [3.67518, -4.32312, -1.87599], [-0.01706, 3.67769, 3.04740], [-0.60504, -4.52984, 3.22281], [4.33347, -4.09443, -3.48174], [5.41380, 3.58607, -4.32152], [-1.80639, 2.59089, -4.53135], [-0.75708, -0.17960, 1.19587], [-2.93626, -5.81926, 0.58461], [-6.51830, 0.51055, 2.02373], [3.78151, -1.82820, -1.52297], [-3.70633, 0.45546, -5.53271], [2.43565, 2.00270, -6.60012], [2.46913, 2.36311, -5.57197], [1.88438, 3.59135, 0.08215], [1.93290, 0.68495, -3.35917], [-3.48229, -3.83149, 3.77798], [-2.41043, 0.00401, 4.29424], [6.18395, -3.67474, -1.32184], [-5.23805, -0.98539, -0.77621], [-4.50609, 0.05459, -6.32887], [-1.94002, -5.58275, 0.95833], [1.34778, 1.43996, -2.83412], [-1.79877, -0.17021, -2.62034], [-2.46130, 0.62973, -2.28982], [1.11610, 0.04352, -3.69009], [-7.75340, -0.76519, 3.38259], [5.76420, -2.67197, -1.40161], [-6.62065, -0.03373, 0.73890], [3.47900, 3.34714, -5.37341], [-1.31493, -5.33976, 0.09908], [-4.64060, -0.78919, 1.45632], [-0.43720, -0.80047, 2.03271], [-2.65594, 1.20302, -5.76745], [0.09240, 3.92946, 1.99254], [4.50000, -2.33005, -2.17106], [-5.47521, -0.67365, 0.33739], [-3.45278, -5.57997, 3.49932], [-0.62219, 3.48705, 1.29847], [-2.04815, 1.52888, -4.57374], [4.64269, 0.83956, -0.04978], [2.42345, 5.83457, 1.53565], [-0.84321, -2.73153, -0.00611], [-7.61903, 0.94795, 3.75037]],
  "forces_ev_per_a": [[-1.286, -0.133, -1.117], [-0.122, 0.474, 0.316], [-0.037, 0.788, -0.531], [-2.251, 2.635, -1.233], [-1.271, -0.415, -2.393], [0.621, -0.222, 0.252], [-0.201, 0.391, 0.563], [-0.781, 0.770, -0.014], [0.186, 0.153, 0.172], [-0.119, 0.276, -0.151], [1.963, -0.624, -0.328], [-0.477, -0.313, 0.059], [-0.095, -0.200, 0.690], [0.886, 0.273, -0.015], [-0.105, -0.046, 0.266], [-1.594, -0.863, 0.339], [2.000, -0.852, 2.748], [-0.814, 0.347, 0.463], [0.269, -0.609, 0.222], [-0.653, -0.143, -0.652], [-0.572, -0.776, -0.258], [-0.266, -3.549, 1.735], [0.241, 0.942, 0.737], [-0.048, 0.683, 0.343], [-0.536, 0.296, -0.084], [-1.460, 0.827, 0.293], [-0.082, -0.652, -0.079], [0.596, 3.320, -0.211], [2.536, -2.539, 1.643], [0.000, 0.109, -0.280], [0.115, 0.569, 0.346], [0.660, 1.073, 0.656], [-0.050, -0.297, 0.396], [-0.179, 1.014, 0.557], [-0.425, -0.820, 0.193], [-0.179, -0.278, -0.208], [0.067, 0.167, 0.246], [3.007, 0.976, 0.836], [-1.917, -0.518, 0.167], [-0.344, 3.870, -1.001], [1.456, -0.113, -0.453], [-1.093, 1.297, -1.774], [-0.261, 0.695, 0.498], [0.685, -0.833, 1.169], [1.644, -1.603, 0.913], [0.074, -0.080, 0.047], [-0.352, 0.814, 0.901], [0.323, 1.362, 0.523], [-0.055, -0.331, 0.725], [1.016, -0.093, -0.373], [-0.068, -1.374, 0.768], [-0.961, 0.347, 0.955], [-0.296, -0.321, -0.427], [-0.785, 0.170, -0.039], [-0.267, -2.482, 1.441], [0.877, 0.200, 0.302], [-0.177, -0.869, 0.476], [0.141, 0.362, -0.260], [0.276, -0.171, -0.081], [1.240, 1.346, 0.288], [0.023, -0.450, 0.218], [0.813, 2.202, 0.247], [0.200, 0.240, 0.304], [-0.577, -0.277, -0.136], [-1.977, 0.104, -1.718], [0.333, 0.251, 0.069], [-2.012, -2.458, 0.539], [0.056, 0.092, -0.295], [0.774, -0.410, -1.083], [-0.421, 1.111, 0.147], [0.939, -0.654, 0.489], [0.132, 0.545, -0.090], [-2.696, -1.649, -0.453], [0.815, -0.102, -0.027], [-0.872, -1.551, 0.443], [0.983, -0.691, 0.758], [-0.280, 0.246, -1.926], [-0.035, -0.118, 0.251], [-0.403, 0.781, -2.475], [0.448, -0.093, -1.866], [0.350, -0.416, 0.235], [0.995, 0.257, 0.230], [0.284, -0.386, 0.237], [0.864, 0.376, 0.407], [-0.373, -0.264, -0.003], [-0.340, 0.414, -0.014], [0.197, -0.339, -0.654], [0.617, -0.152, -0.234], [-0.525, 0.338, 1.353], [-0.033, -1.197, -1.649], [-0.794, -0.183, -0.934], [0.184, -0.185, 0.216], [-0.546, -0.814, -2.060], [0.217, 0.137, -0.088], [0.140, 0.683, -2.164], [0.920, 0.053, 0.527], [0.795, -1.408, -0.006], [-0.520, 1.100, 1.629], [-0.100, -0.051, -0.509], [0.396, -0.849, 0.285], [1.222, 1.476, 0.399], [-0.374, 0.174, -0.672], [0.026, -0.390, -0.444], [-0.413, 0.108, -0.930], [-0.133, -0.026, 0.161]],
  "lowdin_charge": [-0.023, 0.047, 0.059, 0.814, -0.010, 0.073, 0.155, -0.015, 0.071, 0.082, 0.846, 0.062, 0.115, 0.056, 0.165, -0.580, -0.311, 0.161, 0.056, 0.096, -0.230, 0.112, 0.122, 0.092, 0.024, 0.054, 0.053, -0.559, -0.297, 0.138, 0.010, -0.127, 0.048, 0.042, 0.086, 0.081, 0.095, 0.035, -0.259, -0.520, -0.177, -0.266, 0.052, 0.092, 1.063, 0.146, -0.235, 0.130, 0.125, 0.053, 0.816, 0.034, 0.062, 0.085, 0.111, 0.058, -0.018, 0.090, 0.129, -0.230, 0.136, -0.510, 0.098, 0.038, -0.563, 0.102, 0.128, 0.143, -0.220, 0.054, -0.325, 0.136, -0.562, 0.130, -0.056, -0.598, -0.007, 0.018, 0.062, 0.141, 0.179, 0.172, -0.243, 0.083, 0.062, -0.027, 0.067, 0.087, -0.091, 0.084, 0.087, 0.034, 0.034, 0.062, 0.103, -0.222, -0.327, -0.490, 0.068, 0.047, -0.139, -0.179, 0.060, 0.017, 0.093]
}

***

The highest charge belongs to which entry?
C28H54O19S4

***

Among the records above, which one has the lowest multiplicity?
C28H54N2O10S2